15
Properties=species:S:1:pos:R:3:forces:R:3:mulliken_charge:R:1 method="wB97M-V/def2-TZVPD" spin_multiplicity=1 gap_ha=0.31051 total_energy_ha=-370.74291 relative_energy_kcal_mol=24.8
C 0.944 1.765 0.025 -0.49 0.95 0.14 -1.262
C 0.535 0.339 -0.038 -0.09 0.38 0.18 0.340
C 1.355 -0.711 0.008 1.69 -0.51 0.29 -0.450
C 0.627 -1.970 0.026 -1.06 0.52 0.08 -0.483
C -0.699 -1.656 -0.022 0.00 -2.13 -0.35 -0.866
C -0.828 -0.209 -0.053 -0.20 0.22 -0.11 0.557
C -1.945 0.505 -0.041 -0.74 -0.36 0.19 -0.049
H 0.616 2.315 -0.869 0.06 -0.09 0.14 0.319
H 2.033 1.826 0.052 -0.12 0.09 0.15 0.339
H 0.508 2.327 0.898 0.48 -0.65 -0.66 0.294
H 2.450 -0.669 0.079 -0.52 0.16 -0.07 0.357
H 1.103 -2.943 0.115 -0.31 0.14 -0.22 0.414
H -1.510 -2.405 -0.161 0.59 0.93 0.40 0.346
H -2.028 1.583 -0.080 0.04 -0.05 0.03 0.394
F -3.161 -0.096 0.062 0.70 0.40 -0.20 -0.249